(1)
The following is a DFT calculation (ωB97M-V/def2-TZVPD) of a cluster of 3 separate species, H4O5PS in total in a non-equilibrium geometry.

CARTESIAN COORDINATES (ANGSTROEM)
O: -3.266 -0.744 -1.027
O: -3.145 0.017 1.381
O: 1.343 0.251 1.174
O: 0.877 -0.107 -1.210
O: 2.187 1.903 -0.411
P: 0.789 1.114 -0.198
S: -2.447 -0.117 0.057
H: 0.829 -0.495 1.281
H: 0.460 -0.963 -0.901
H: 2.768 1.062 -0.601
H: -0.395 -1.922 0.455

Total charge: -1
Gap between HOMO and LUMO (spin up / spin down) (eV): 6.709 / 6.705
ΔE to the lowest compared entry with this formula, charge and spin (kJ/mol): 237.8

Here are the Löwdin charges for atoms 1 to 5, given in e: atom 1 (O): -0.542, atom 2 (O): -0.541, atom 3 (O): -0.320, atom 4 (O): -0.370, atom 5 (O): -0.320


(2)
The following is a DFT calculation (ωB97M-V/def2-TZVPD) of a cluster of 12 separate species, C39H99N7O23P4 in total in a non-equilibrium geometry.

CARTESIAN COORDINATES (ANGSTROEM)
C: -4.492 1.032 8.744
C: -3.125 1.032 8.042
C: -3.253 0.579 6.603
C: -1.980 0.657 5.772
C: -0.767 -0.076 6.500
C: 0.382 -0.415 5.437
H: -4.869 0.012 8.812
H: -5.203 1.619 8.162
H: -4.511 1.380 9.777
H: -2.687 2.020 8.190
H: -2.606 0.247 8.592
H: -4.007 1.216 6.141
H: -3.652 -0.418 6.417
H: -2.324 0.111 4.894
H: -1.722 1.682 5.506
H: -0.504 0.523 7.371
H: -1.209 -0.997 6.881
H: 0.613 0.461 4.832
H: 1.219 -0.841 5.991
H: 0.136 -1.212 4.735
C: 7.400 4.405 0.816
C: 6.271 3.428 0.593
O: 6.374 2.223 0.551
N: 5.114 4.139 0.263
C: 3.720 3.700 -0.079
H: 7.201 4.811 1.808
H: 7.504 5.145 0.023
H: 8.239 3.709 0.827
H: 5.330 5.024 -0.174
H: 3.712 2.616 0.034
H: 3.590 3.943 -1.134
H: 2.883 4.114 0.484
C: -2.502 -2.782 2.035
C: -2.044 -3.206 0.647
O: -1.459 -2.358 0.010
N: -2.216 -4.486 0.263
C: -1.748 -5.126 -0.914
H: -2.265 -1.726 2.167
H: -1.938 -3.260 2.836
H: -3.545 -3.046 2.207
H: -2.765 -5.068 0.879
H: -1.830 -6.191 -0.697
H: -0.725 -4.790 -1.082
H: -2.151 -4.865 -1.892
C: -4.949 5.564 -3.592
C: -4.145 4.314 -3.756
O: -4.325 3.591 -4.700
N: -3.137 4.133 -2.861
C: -2.105 3.101 -2.744
H: -4.390 6.483 -3.767
H: -5.277 5.613 -2.553
H: -5.850 5.614 -4.203
H: -3.280 4.740 -2.067
H: -2.007 2.603 -3.708
H: -2.252 2.366 -1.952
H: -1.110 3.482 -2.516
C: 6.625 1.977 4.000
C: 5.198 1.419 3.860
O: 4.487 1.262 4.848
N: 4.753 1.216 2.630
C: 3.465 0.806 2.269
H: 6.986 2.628 3.203
H: 7.254 1.087 3.989
H: 6.726 2.663 4.841
H: 5.386 1.283 1.846
H: 2.690 1.492 2.610
H: 3.214 -0.149 2.729
H: 3.499 0.748 1.181
C: 0.402 0.168 -2.204
C: 0.629 0.695 -0.796
O: 1.601 1.373 -0.609
N: -0.239 0.273 0.096
C: -0.060 0.542 1.504
H: 1.291 0.273 -2.825
H: -0.383 0.829 -2.573
H: 0.058 -0.854 -2.357
H: -1.017 -0.332 -0.125
H: 0.601 -0.165 2.006
H: -1.018 0.381 1.998
H: 0.244 1.582 1.622
C: 2.975 -3.238 -5.372
C: 3.103 -1.763 -5.811
O: 2.822 -0.931 -4.944
N: 3.465 -1.370 -7.075
C: 3.684 -0.009 -7.418
H: 3.438 -3.782 -6.195
H: 1.972 -3.663 -5.410
H: 3.610 -3.661 -4.594
H: 3.785 -2.071 -7.728
H: 2.929 0.530 -6.846
H: 3.426 0.171 -8.462
H: 4.709 0.337 -7.283
C: 3.853 -1.861 -2.300
C: 4.339 -1.438 -0.967
O: 3.540 -1.522 0.005
N: 5.624 -1.415 -0.785
C: 6.348 -1.317 0.503
H: 4.492 -1.773 -3.179
H: 2.829 -1.516 -2.439
H: 3.806 -2.945 -2.198
H: 6.266 -1.531 -1.556
H: 6.778 -2.281 0.776
H: 5.726 -0.983 1.334
H: 7.101 -0.529 0.522
C: -3.314 0.469 -4.841
O: -3.331 -0.863 -5.301
P: -3.178 -2.061 -4.335
O: -3.761 -1.719 -2.981
O: -3.957 -3.172 -5.270
C: -4.528 -4.395 -4.743
O: -1.633 -2.492 -4.521
C: -0.833 -3.272 -3.626
H: -2.493 1.066 -5.241
H: -3.416 0.621 -3.767
H: -4.222 0.916 -5.248
H: -4.461 -4.535 -3.665
H: -4.075 -5.265 -5.220
H: -5.573 -4.460 -5.044
H: -1.149 -4.298 -3.814
H: -1.071 -2.902 -2.628
H: 0.232 -3.042 -3.612
C: -3.762 1.227 0.267
O: -4.414 0.474 1.290
P: -4.415 1.025 2.858
O: -3.337 2.017 3.174
O: -4.604 -0.301 3.865
C: -5.787 -1.097 3.929
O: -5.846 1.685 2.944
C: -6.153 2.678 3.903
H: -4.393 2.028 -0.119
H: -3.504 0.587 -0.577
H: -2.891 1.707 0.713
H: -6.501 -0.641 3.243
H: -6.244 -0.947 4.907
H: -5.566 -2.156 3.795
H: -5.239 2.844 4.474
H: -6.758 2.276 4.716
H: -6.549 3.544 3.373
C: -0.571 -4.273 6.364
O: 0.394 -5.017 5.685
P: 0.629 -4.991 4.051
O: -0.381 -5.818 3.335
O: 2.190 -5.447 3.754
C: 3.246 -4.801 4.495
O: 0.641 -3.363 3.636
C: 1.003 -3.043 2.323
H: -1.371 -4.107 5.643
H: -0.169 -3.353 6.786
H: -1.046 -4.933 7.091
H: 4.012 -4.463 3.797
H: 3.596 -5.344 5.373
H: 2.811 -3.938 4.999
H: 0.513 -2.176 1.880
H: 0.814 -3.843 1.607
H: 2.038 -2.702 2.322
C: -0.227 0.528 -6.415
O: -0.794 1.810 -6.327
P: 0.177 3.016 -6.056
O: 1.469 2.987 -6.793
O: -0.786 4.221 -6.335
C: -1.095 4.564 -7.707
O: 0.365 2.901 -4.436
C: 1.184 3.816 -3.706
H: -0.502 0.096 -5.452
H: 0.856 0.484 -6.532
H: -0.693 0.109 -7.306
H: -0.379 5.177 -8.255
H: -1.957 5.230 -7.717
H: -1.408 3.772 -8.388
H: 0.782 4.069 -2.725
H: 1.478 4.719 -4.242
H: 2.129 3.356 -3.417

Total charge: -1
Gap between HOMO and LUMO (spin up / spin down) (eV): 1.189 / 8.937
Multiplicity: 2

Here are the Löwdin charges for atoms 1 to 5, given in e: atom 1 (C): -0.130, atom 2 (C): -0.265, atom 3 (C): -0.259, atom 4 (C): -0.218, atom 5 (C): -0.203


(3)
The following is a DFT calculation (ωB97M-V/def2-TZVPD) of a cluster of 2 separate species, CH3N3O3 in total in a non-equilibrium geometry.

CARTESIAN COORDINATES (ANGSTROEM)
C: 0.335 1.450 0.899
N: 0.399 -1.098 -1.884
N: 0.396 -2.216 -0.810
N: -0.609 -1.508 -1.055
O: -0.490 1.416 1.972
O: -1.741 -1.291 -0.722
O: 0.891 0.551 0.345
H: 0.479 2.545 0.643
H: 0.805 -0.283 -1.621
H: -0.466 0.434 2.233

SMILES: [O-][N+]1=NN1.O=CO
Total charge: 0
Gap between HOMO and LUMO (eV): 10.418
ΔE to the lowest compared entry with this formula, charge and spin (kJ/mol): 325.4

Here are the Löwdin charges for atoms 1 to 5, given in e: atom 1 (C): -0.382, atom 2 (N): 0.109, atom 3 (N): 0.204, atom 4 (N): -0.439, atom 5 (O): 0.063


(4)
The following is a DFT calculation (ωB97M-V/def2-TZVPD) of the molecule C20H19BrN4O4S2 in a non-equilibrium geometry.

CARTESIAN COORDINATES (ANGSTROEM)
C: 1.296 -3.839 -0.762
C: 1.213 -2.560 -0.453
C: 1.243 -1.445 -1.460
N: 0.222 -0.463 -1.198
C: -1.022 -0.287 -1.756
N: -1.575 0.790 -1.257
N: -0.737 1.336 -0.370
C: 0.337 0.590 -0.335
S: 1.743 0.830 0.646
C: 1.215 2.336 1.551
C: 1.602 2.217 2.979
C: 2.627 2.955 3.522
C: 3.472 3.963 2.911
O: 3.409 4.358 1.769
O: 4.368 4.430 3.803
C: 5.252 5.431 3.328
H: 4.690 6.302 2.987
H: 5.845 5.048 2.494
H: 5.893 5.691 4.166
S: 2.888 2.592 5.212
C: 1.612 1.425 5.184
N: 1.272 0.711 6.258
H: 1.715 0.857 7.146
H: 0.487 0.075 6.134
C: 1.011 1.330 3.924
C: -0.107 0.415 3.736
O: -0.548 -0.299 4.624
O: -0.627 0.427 2.507
C: -1.754 -0.405 2.282
H: -1.442 -1.449 2.198
H: -2.462 -0.315 3.107
H: -2.202 -0.062 1.352
H: 1.716 3.184 1.088
H: 0.137 2.382 1.408
C: -1.660 -1.129 -2.751
C: -1.507 -2.514 -2.769
C: -2.145 -3.273 -3.732
C: -2.943 -2.647 -4.673
C: -3.131 -1.273 -4.656
C: -2.490 -0.520 -3.694
H: -2.624 0.549 -3.653
H: -3.769 -0.803 -5.388
Br: -3.810 -3.694 -6.006
H: -2.027 -4.346 -3.747
H: -0.917 -3.010 -2.013
H: 2.211 -0.932 -1.388
H: 1.118 -1.826 -2.477
H: 1.131 -2.234 0.575
H: 1.291 -4.607 -0.008
H: 1.390 -4.174 -1.783

SMILES: C=CCn1c(SCc2c(C(=O)OC)sc(N)c2C(=O)OC)nnc1-c1ccc(Br)cc1
Total charge: 0
Gap between HOMO and LUMO (eV): 8.527

Here are the Löwdin charges for atoms 1 to 5, given in e: atom 1 (C): 0.011, atom 2 (C): -0.160, atom 3 (C): -0.160, atom 4 (N): 0.000, atom 5 (C): -0.258


(5)
The following is a DFT calculation (ωB97M-V/def2-TZVPD) of a structure of composition C3H4N2O in a non-equilibrium geometry.

CARTESIAN COORDINATES (ANGSTROEM)
C: -0.034 0.963 0.128
C: 0.087 -0.370 -0.138
C: -0.149 -1.112 -1.213
N: 0.467 0.798 1.404
N: 0.802 -0.578 1.069
O: -0.262 -2.122 -1.794
H: -0.239 1.899 -0.426
H: -2.348 0.262 -2.470
H: 1.158 1.483 1.661
H: 0.518 -1.223 1.778

Total charge: 0
Gap between HOMO and LUMO (spin up / spin down) (eV): 9.770 / 6.466
ΔE to the lowest compared entry with this formula, charge and spin (kJ/mol): 764.9

Here are the Löwdin charges for atoms 1 to 5, given in e: atom 1 (C): -0.039, atom 2 (C): -0.327, atom 3 (C): -0.215, atom 4 (N): 0.017, atom 5 (N): 0.062


(6)
The following is a DFT calculation (ωB97M-V/def2-TZVPD) of a cluster of 9 separate species, C25H54O9S2 in total in a non-equilibrium geometry.

CARTESIAN COORDINATES (ANGSTROEM)
C: 15.220 8.901 12.076
S: 15.318 10.618 11.647
O: 14.800 11.382 12.824
C: 17.039 10.666 11.754
H: 15.587 8.776 13.111
H: 15.836 8.364 11.381
H: 14.253 8.490 11.877
H: 17.303 10.684 12.848
H: 17.338 11.571 11.268
H: 17.495 9.775 11.222
C: 15.962 14.459 12.061
S: 15.594 15.868 10.888
O: 14.580 15.338 9.976
C: 14.724 16.910 12.051
H: 16.336 14.808 13.027
H: 16.782 13.924 11.575
H: 15.036 13.914 12.196
H: 14.001 16.315 12.533
H: 14.199 17.712 11.476
H: 15.349 17.358 12.832
C: 11.846 7.958 9.750
C: 11.729 7.588 11.236
O: 11.299 8.334 12.088
C: 12.277 6.229 11.570
H: 12.876 8.326 9.510
H: 11.228 8.823 9.569
H: 11.671 7.117 9.063
H: 11.626 5.435 11.069
H: 12.434 6.025 12.627
H: 13.320 6.134 11.139
C: 8.534 16.167 13.436
C: 8.846 16.912 12.173
O: 9.998 16.957 11.859
C: 7.814 17.623 11.343
H: 8.220 15.145 13.161
H: 7.768 16.629 14.055
H: 9.399 15.996 14.069
H: 8.261 18.219 10.542
H: 7.255 18.384 11.903
H: 7.115 16.998 10.934
C: 8.411 11.509 12.452
C: 8.430 12.312 11.144
O: 8.267 13.513 11.138
C: 8.640 11.500 9.918
H: 9.182 10.785 12.539
H: 7.469 10.938 12.466
H: 8.509 12.177 13.291
H: 8.517 12.049 8.986
H: 7.809 10.762 9.942
H: 9.560 10.950 9.961
C: 16.021 10.784 17.211
C: 15.808 10.083 15.941
O: 16.717 9.730 15.227
C: 14.376 9.952 15.472
H: 17.002 10.587 17.601
H: 15.258 10.655 18.020
H: 15.874 11.850 17.090
H: 13.714 10.571 16.098
H: 14.108 8.891 15.657
H: 14.224 10.136 14.454
C: 16.344 11.505 6.698
C: 15.829 12.287 7.844
O: 16.371 12.147 8.956
C: 14.619 13.095 7.720
H: 15.662 11.501 5.872
H: 16.588 10.548 7.072
H: 17.271 11.974 6.294
H: 13.906 12.707 8.420
H: 14.165 12.949 6.744
H: 14.822 14.148 7.861
C: 11.678 18.102 14.423
C: 12.637 17.307 15.247
O: 13.458 16.598 14.727
C: 12.568 17.408 16.761
H: 10.647 18.060 14.791
H: 11.723 17.632 13.400
H: 12.044 19.083 14.377
H: 11.611 17.679 17.247
H: 13.367 18.023 17.158
H: 12.843 16.401 17.135
C: 11.638 11.625 13.803
C: 11.540 12.542 12.495
O: 11.596 11.982 11.417
C: 11.610 14.041 12.622
H: 11.120 12.017 14.703
H: 12.715 11.518 13.935
H: 11.188 10.661 13.540
H: 11.882 14.497 11.668
H: 12.471 14.314 13.221
H: 10.648 14.341 13.091

Total charge: 0
Gap between HOMO and LUMO (eV): 8.764

Here are the Löwdin charges for atoms 1 to 5, given in e: atom 1 (C): -0.253, atom 2 (S): 0.833, atom 3 (O): -0.541, atom 4 (C): -0.284, atom 5 (H): 0.063


| no. | DFT total energy (hartree) |
| --- | --- |
| 1 | -1118.18353 |
| 2 | -5024.89627 |
| 3 | -429.69184 |
| 4 | -4663.92703 |
| 5 | -301.19589 |
| 6 | -2458.36169 |